Record 1
DFT (ωB97M-V/def2-TZVPD) results for a molecular structure, CH6O2.

Summary:
**Charge**: 0
**Max |F|**: 0.120 hartree/bohr
**DFT total energy**: -192.08695 Ha
**Gap between HOMO and LUMO**: 0.365 hartree

XYZ file:
```
9
Properties=species:S:1:pos:R:3:forces:R:3
O 0.711 -1.985 0.138 -3.0 -4.2 2.0
O -0.352 0.611 -0.970 0.2 -2.4 1.1
C -0.305 1.541 0.147 -2.7 0.3 -3.8
H 0.692 1.719 0.329 2.2 0.2 1.6
H -0.282 -2.407 0.759 5.0 1.7 -3.1
H 1.258 -2.835 -0.164 -2.1 2.6 1.1
H -0.108 -0.319 -0.667 -0.2 1.7 -0.5
H -0.595 2.424 -0.529 -0.2 -0.5 2.1
H -1.019 1.251 0.957 0.9 0.6 -0.5
```
Forces are in eV/Å.

***

Record 2
DFT (ωB97M-V/def2-TZVPD) results for C3H6S3 in the gas phase.

Summary:
**Charge**: 0
**SMILES string**: C1SCSCS1
**Max |F|**: 0.057 hartree/bohr
**DFT total energy**: -1312.44419 Ha
**Gap between HOMO and LUMO**: 0.344 hartree

XYZ file:
```
12
Properties=species:S:1:pos:R:3:forces:R:3
S -0.303 -0.171 -1.574 0.0 0.2 0.1
S -0.571 -1.357 1.215 0.6 -1.0 -0.1
S 0.454 1.504 0.833 -0.8 0.4 2.3
C 0.685 1.174 -0.847 1.8 -1.3 -1.9
C -0.884 0.381 1.328 -0.6 0.5 -0.6
C 0.173 -1.527 -0.451 -0.9 0.8 -0.3
H -1.842 0.565 0.805 0.7 0.4 0.3
H -1.010 0.545 2.391 -0.1 0.2 0.2
H 1.752 0.799 -0.910 -1.0 0.6 -0.3
H 1.253 -1.609 -0.430 0.1 -0.1 0.1
H 0.599 2.090 -1.454 -0.2 -0.5 0.1
H -0.306 -2.395 -0.905 0.3 -0.1 0.1
```
Forces are in eV/Å.

***

Record 3
DFT (ωB97M-V/def2-TZVPD) results for C19H18O4 in the gas phase.

Summary:
**Charge**: 0
**SMILES string**: CCCCc1c2c(c(C)c3c1C(=O)OC3)Oc1ccccc1O2
**Max |F|**: 0.126 hartree/bohr
**DFT total energy**: -1035.69209 Ha
**Gap between HOMO and LUMO**: 0.311 hartree

XYZ file:
```
41
Properties=species:S:1:pos:R:3:forces:R:3
O -0.902 -1.257 -0.434 0.8 1.1 1.8
O 0.328 2.916 3.728 -0.4 -1.6 -1.1
O -2.161 1.045 -1.458 -0.1 0.7 0.5
O 1.338 0.789 3.931 -0.8 3.5 -0.3
C 0.074 1.222 2.050 -0.6 1.3 -1.0
C -2.434 3.421 0.357 -2.0 -0.7 -0.9
C 3.708 -1.783 0.863 0.9 1.0 1.4
C 1.234 -1.067 1.465 -0.5 -1.0 -0.8
C -1.102 -2.316 -2.462 -1.2 0.3 -0.9
C -1.409 1.119 -0.280 -0.2 -2.0 0.4
C -0.833 2.250 1.711 3.4 -2.5 2.5
C -1.661 -2.434 -3.750 0.5 1.9 -0.2
C -2.022 -0.084 -2.244 0.6 -1.4 0.6
C -0.676 3.304 2.789 -0.1 1.4 -2.7
C -1.496 2.225 0.553 -2.6 2.2 -1.5
C 3.395 -2.944 -0.118 3.4 0.8 -0.3
C -1.381 -1.190 -1.674 0.1 -0.6 -2.5
C -2.537 -0.199 -3.545 3.4 -4.0 2.5
C -2.358 -1.315 -4.363 0.2 -1.2 2.1
C -0.715 -0.035 0.208 0.8 1.0 -0.3
C 0.691 1.662 3.318 1.9 -4.9 1.2
C 2.628 -0.684 0.908 -0.8 1.6 0.9
C 0.256 0.052 1.251 -2.0 0.7 0.0
H 2.884 0.313 1.463 0.2 -2.0 -0.7
H -0.294 4.153 2.136 -0.6 -0.2 1.6
H 2.427 -0.315 -0.104 0.2 -0.2 -0.2
H -2.927 -1.257 -5.309 0.9 -0.7 0.4
H -0.470 -3.112 -2.046 -0.4 0.4 -0.2
H 3.459 -2.561 -1.157 0.2 -0.4 0.4
H 0.826 -1.985 0.983 0.4 0.7 -0.1
H 3.872 -2.241 1.891 -0.4 0.7 -1.0
H 2.409 -3.294 -0.020 -1.1 -0.8 0.5
H -1.649 3.467 3.237 0.2 0.5 0.5
H -2.041 4.355 0.753 0.6 0.1 -0.6
H -2.800 3.488 -0.717 0.6 0.3 1.4
H -3.074 0.510 -3.898 -3.4 5.0 -2.2
H 4.677 -1.165 0.693 -1.3 -1.6 -0.3
H 4.221 -3.747 0.063 -1.8 1.1 -0.6
H -3.376 3.347 1.010 1.1 -0.5 -1.0
H -1.312 -3.297 -4.271 -0.4 -0.5 -0.7
H 1.205 -1.355 2.492 0.6 0.2 1.0
```
Forces are in eV/Å.

***

Which value of DFT total energy does entry 2 give?
-1312.44419 Ha

***

What is the max |F| in the second record?
0.057 hartree/bohr